Record 1
95
Properties=species:S:1:pos:R:3 method="wB97M-V/def2-TZVPD" multiplicity=1 homo_lumo_gap_ha=0.2242 total_charge=-1 e_tot_ev=-265884.67478 e_lumo_ev=1.8
C 1.635 1.236 4.705
C 2.260 0.286 3.732
C 2.266 -1.352 3.980
In 0.070 -1.874 4.475
N -0.451 -1.327 6.474
C -1.173 -0.881 2.856
C -2.726 -0.567 3.278
C -2.806 0.851 4.157
F -1.573 1.117 4.940
F -3.036 2.013 3.228
F -3.984 0.704 5.063
H 1.402 0.958 5.826
H 1.354 2.322 4.325
H 2.723 0.724 2.732
H 2.997 -1.700 4.825
H 2.457 -1.851 2.933
H -0.086 -3.694 4.364
H -0.138 -0.365 6.739
H -1.492 -1.350 6.555
H -0.597 0.115 2.546
H -1.132 -1.585 1.903
H -3.264 -1.461 3.811
H -3.311 -0.331 2.273
Cl -2.873 -4.033 3.210
C -4.509 -3.814 2.541
C -4.695 -4.548 1.223
Cl -3.733 -3.826 -0.092
H -4.690 -2.740 2.433
H -5.210 -4.203 3.285
H -5.743 -4.496 0.913
H -4.416 -5.603 1.306
Cl -0.189 4.149 0.560
C -1.571 4.553 1.610
C -2.683 5.256 0.849
Cl -2.213 6.893 0.328
H -1.200 5.164 2.438
H -1.941 3.610 2.023
H -3.560 5.369 1.494
H -2.985 4.691 -0.038
Cl -0.122 -6.089 5.099
C -0.692 -7.738 5.460
C -2.143 -7.946 5.057
Cl -3.265 -7.010 6.076
H -0.540 -7.923 6.528
H -0.049 -8.424 4.901
H -2.414 -8.999 5.173
H -2.316 -7.663 4.014
Cl 2.811 6.036 -3.052
C 1.429 6.440 -2.002
C 0.317 7.144 -2.762
Cl 0.787 8.781 -3.284
H 1.800 7.052 -1.174
H 1.059 5.498 -1.589
H -0.560 7.257 -2.118
H 0.015 6.579 -3.650
Cl 1.106 -9.303 8.069
C 2.728 -9.856 7.582
C 3.025 -9.551 6.123
Cl 2.029 -10.527 5.014
H 2.798 -10.928 7.792
H 3.445 -9.336 8.224
H 4.070 -9.786 5.899
H 2.857 -8.495 5.890
Cl 1.071 0.110 -3.304
C 1.537 1.441 -4.392
C 1.758 2.745 -3.643
Cl 0.242 3.411 -2.986
H 0.760 1.543 -5.156
H 2.463 1.136 -4.887
H 2.167 3.500 -4.322
H 2.460 2.619 -2.813
Cl -0.789 2.886 -7.083
C -2.171 3.291 -6.034
C -3.283 3.994 -6.794
Cl -2.813 5.631 -7.316
H -1.800 3.902 -5.206
H -2.541 2.348 -5.621
H -4.160 4.107 -6.150
H -3.585 3.429 -7.682
Cl 1.954 4.828 -9.582
C 1.292 6.401 -9.071
C 1.818 6.830 -7.711
Cl 1.201 5.802 -6.394
H 0.201 6.327 -9.075
H 1.587 7.130 -9.831
H 1.494 7.852 -7.492
H 2.912 6.806 -7.675
Cl 3.672 -2.169 -7.453
C 5.090 -1.962 -6.395
C 4.781 -1.098 -5.183
Cl 4.485 0.602 -5.625
H 5.902 -1.539 -6.995
H 5.392 -2.962 -6.071
H 5.633 -1.102 -4.497
H 3.905 -1.464 -4.640

Record 2
99
Properties=species:S:1:pos:R:3 method="wB97M-V/def2-TZVPD" multiplicity=1 homo_lumo_gap_ha=0.4049 de_lowest_kcal_mol=0.00 total_charge=0 e_tot_ev=-143797.84822 smiles="COC(=O)OC.COC(=O)OC.COC(=O)OC.COC(=O)OC.COC(=O)OC.COC(=O)OC.COC(=O)OC.ClCCl.ClCCl.ClCCl" e_lumo_ev=0.4
C 1.245 3.312 3.447
O 0.908 4.635 3.807
C 1.584 5.211 4.787
O 2.439 4.684 5.453
O 1.138 6.454 4.928
C 1.922 7.323 5.747
H 0.465 2.617 3.787
H 2.135 2.927 3.936
H 1.220 3.167 2.374
H 2.191 8.176 5.132
H 2.785 6.872 6.233
H 1.299 7.631 6.589
C 0.184 -3.317 -1.806
O 1.089 -4.015 -2.666
C 1.264 -3.493 -3.883
O 1.028 -2.369 -4.230
O 1.882 -4.411 -4.603
C 1.985 -4.188 -6.004
H 0.074 -3.847 -0.867
H -0.754 -3.153 -2.338
H 0.562 -2.316 -1.581
H 1.264 -4.761 -6.580
H 2.974 -4.536 -6.313
H 2.036 -3.123 -6.223
C 1.879 0.341 -1.083
O 2.868 -0.417 -1.792
C 3.206 -1.587 -1.253
O 2.915 -1.956 -0.153
O 3.971 -2.201 -2.139
C 4.436 -3.494 -1.807
H 2.404 0.721 -0.207
H 1.055 -0.326 -0.826
H 1.487 1.101 -1.754
H 3.695 -4.265 -2.034
H 4.696 -3.550 -0.749
H 5.317 -3.707 -2.407
C -3.875 -6.138 -3.044
O -3.672 -4.796 -2.566
C -3.492 -4.711 -1.262
O -3.643 -5.565 -0.437
O -3.131 -3.461 -0.992
C -3.108 -3.114 0.403
H -3.832 -6.110 -4.128
H -4.807 -6.494 -2.618
H -3.049 -6.787 -2.751
H -2.341 -3.649 0.953
H -4.121 -3.271 0.768
H -2.928 -2.042 0.430
C 1.222 -1.756 2.474
O 2.542 -1.480 2.900
C 3.077 -0.304 2.762
O 2.604 0.722 2.328
O 4.282 -0.344 3.314
C 5.099 0.799 3.387
H 1.226 -2.005 1.415
H 0.555 -0.897 2.594
H 0.746 -2.486 3.122
H 5.779 0.773 2.538
H 5.661 0.912 4.312
H 4.515 1.722 3.338
C -0.334 8.133 1.045
O -0.573 6.755 0.863
C 0.368 5.980 0.320
O 1.429 6.358 -0.110
O -0.089 4.728 0.371
C 0.769 3.738 -0.203
H 0.655 8.391 1.418
H -1.059 8.451 1.794
H -0.574 8.680 0.131
H 0.348 2.738 -0.111
H 1.626 3.661 0.467
H 0.933 3.975 -1.249
C -1.293 -0.261 -2.802
O -1.382 -0.568 -1.392
C -1.547 0.473 -0.591
O -1.811 1.602 -0.883
O -1.355 0.042 0.665
C -1.515 0.996 1.696
H -0.365 -0.754 -3.077
H -1.240 0.808 -3.002
H -2.156 -0.598 -3.371
H -0.589 1.559 1.815
H -1.791 0.501 2.624
H -2.317 1.704 1.487
C -2.909 -1.273 5.229
Cl -1.849 -2.058 4.066
Cl -4.578 -1.185 4.646
H -2.805 -1.801 6.169
H -2.469 -0.284 5.301
C -5.882 0.546 -0.216
Cl -4.841 0.626 -1.662
Cl -5.040 0.939 1.301
H -6.711 1.224 -0.362
H -6.160 -0.496 -0.118
C -1.640 -2.598 -6.888
Cl -2.636 -2.550 -5.421
Cl -2.761 -2.684 -8.302
H -1.037 -1.697 -6.912
H -0.979 -3.455 -6.901